1.
DFT (ωB97M-V/def2-TZVPD) results for a cluster of 5 separate species, C33H29N7O8 in total in a non-equilibrium geometry.

Cartesian coordinates (Å):
N (-6.217, 0.352, -1.573)
C (-5.282, 0.226, -0.356)
C (-3.698, 0.559, -0.747)
C (-2.593, 0.837, 0.416)
N (-1.130, 1.122, 0.220)
C (-0.849, 1.160, -1.255)
C (0.723, 1.498, -1.704)
C (1.201, 1.606, -3.287)
C (0.116, 1.343, -4.516)
C (-1.422, 0.972, -4.050)
C (-1.909, 0.891, -2.458)
N (-3.353, 0.560, -2.209)
H (-7.155, 0.649, -1.171)
H (-5.931, 1.170, -2.175)
H (-5.393, -0.848, 0.151)
H (-5.651, 1.063, 0.406)
H (-2.983, 0.804, 1.543)
H (1.563, 1.678, -0.876)
H (2.311, 1.840, -3.578)
H (0.393, 1.404, -5.660)
H (-2.224, 0.758, -4.906)
C (-6.519, -5.301, -2.932)
C (-6.383, -3.935, -2.682)
C (-7.080, -3.344, -1.626)
C (-7.909, -4.136, -0.819)
C (-8.053, -5.507, -1.073)
C (-7.353, -6.086, -2.134)
N (-8.624, -3.527, 0.308)
O (-8.485, -2.307, 0.488)
O (-9.321, -4.266, 1.018)
H (-5.969, -5.758, -3.754)
H (-5.732, -3.330, -3.309)
H (-6.964, -2.278, -1.444)
H (-8.696, -6.132, -0.458)
H (-7.456, -7.149, -2.337)
C (0.285, -3.769, -1.878)
C (1.420, -4.573, -2.002)
C (2.520, -4.122, -2.734)
C (2.475, -2.857, -3.337)
C (1.334, -2.052, -3.221)
C (0.239, -2.515, -2.489)
N (3.638, -2.367, -4.086)
O (4.621, -3.117, -4.181)
O (3.572, -1.231, -4.576)
H (-0.568, -4.123, -1.302)
H (1.448, -5.550, -1.525)
H (3.397, -4.760, -2.820)
H (1.283, -1.071, -3.688)
H (-0.650, -1.896, -2.390)
C (5.280, 2.305, 1.809)
C (4.046, 2.087, 1.194)
C (3.655, 0.791, 0.851)
C (4.508, -0.284, 1.135)
C (5.750, -0.067, 1.746)
C (6.132, 1.234, 2.081)
N (4.091, -1.651, 0.801)
O (2.993, -1.800, 0.244)
O (4.858, -2.577, 1.098)
H (5.579, 3.317, 2.079)
H (3.388, 2.927, 0.983)
H (2.690, 0.638, 0.372)
H (6.425, -0.891, 1.967)
H (7.093, 1.412, 2.558)
C (3.319, 6.296, 7.111)
C (2.890, 6.381, 5.786)
C (3.727, 5.960, 4.751)
C (4.996, 5.450, 5.056)
C (5.433, 5.371, 6.385)
C (4.588, 5.797, 7.411)
N (5.871, 4.983, 3.973)
O (5.456, 5.087, 2.810)
O (6.972, 4.507, 4.286)
H (2.661, 6.619, 7.916)
H (1.900, 6.772, 5.560)
H (3.377, 6.033, 3.723)
H (6.418, 4.981, 6.635)
H (4.917, 5.736, 8.447)

Computed properties:
Net charge   0
SMILES string   O=[N+]([O-])c1ccccc1.O=[N+]([O-])c1ccccc1.O=[N+]([O-])c1ccccc1.O=[N+]([O-])c1ccccc1.NCc1cnc2ccccc2n1
LUMO energy   -1.37 eV
HOMO-LUMO gap   7.20 eV
HOMO energy   -8.58 eV

=====

2.
DFT (ωB97M-V/def2-TZVPD) results for a structure of composition CI3NO2 in a non-equilibrium geometry.

Cartesian coordinates (Å):
C (0.348, 0.742, 0.913)
N (-0.261, 0.138, -0.167)
O (-1.059, 0.858, -0.752)
O (-0.018, -1.025, -0.419)
I (-3.436, -0.789, -2.030)
I (1.960, -0.128, 1.868)
I (-0.165, 2.663, 1.111)

Computed properties:
Net charge   0
Energy above the lowest of the compared OMol25 structures with the same formula, charge and spin   113.6 kJ/mol
LUMO energy (spin up / spin down)   -2.54 / -2.78 eV
HOMO-LUMO gap (spin up / spin down)   6.76 / 6.97 eV
HOMO energy (spin up / spin down)   -9.30 / -9.75 eV

=====

3.
DFT (ωB97M-V/def2-TZVPD) results for a cluster of 2 separate species, C3H6O in total in a non-equilibrium geometry.

Cartesian coordinates (Å):
C (-0.212, -0.610, 1.840)
C (-0.202, 0.441, 0.953)
C (0.667, -0.205, -0.089)
O (0.600, -1.262, -0.653)
H (-0.739, -1.545, 1.677)
H (1.458, 0.504, -0.402)
H (0.460, -0.731, 2.693)
H (-1.241, 0.974, -3.429)
H (-0.897, 1.098, -4.071)
H (0.107, 1.335, 1.482)

Computed properties:
Net charge   0
Energy above the lowest of the compared OMol25 structures with the same formula, charge and spin   421.7 kJ/mol
SMILES string   C=CC=O.[H][H]
LUMO energy   -0.39 eV
HOMO-LUMO gap   9.03 eV
HOMO energy   -9.43 eV

=====

4.
DFT (ωB97M-V/def2-TZVPD) results for a cluster of 2 separate species, C3H9NO2S in total in a non-equilibrium geometry.

Cartesian coordinates (Å):
C (-1.095, -0.482, 0.925)
C (-2.152, -0.250, -0.138)
S (-2.413, -1.741, -1.203)
C (-0.576, 0.862, 1.429)
N (0.777, 0.918, 1.696)
O (-1.271, 1.870, 1.325)
H (-1.285, -1.262, 1.660)
H (-0.244, -0.801, 0.257)
H (-3.069, -0.230, 0.505)
H (-1.968, 0.690, -0.651)
H (-1.441, -2.526, -0.662)
H (1.308, -0.015, 1.508)
H (1.067, 1.826, 1.522)
H (3.681, 0.716, -2.211)
H (4.143, 0.053, -3.417)
O (4.538, 0.370, -2.544)

Computed properties:
Net charge   -1
Energy above the lowest of the compared OMol25 structures with the same formula, charge and spin   127.0 kJ/mol
LUMO energy (spin up / spin down)   3.14 / 3.24 eV
Multiplicity   2
HOMO-LUMO gap (spin up / spin down)   2.51 / 9.41 eV
HOMO energy (spin up / spin down)   0.63 / -6.16 eV

=====

5.
DFT (ωB97M-V/def2-TZVPD) results for a cluster of 2 separate species, C6H12N2 in total in a non-equilibrium geometry.

Cartesian coordinates (Å):
C (1.954, -1.790, 1.748)
C (2.584, -0.417, 1.596)
H (2.676, -2.596, 1.889)
H (1.395, -1.890, 2.677)
H (1.308, -2.132, 0.933)
H (2.297, 0.059, 0.657)
H (3.673, -0.494, 1.446)
H (2.512, 0.185, 2.492)
C (-3.332, 0.774, -0.531)
C (-0.306, 0.023, -2.243)
C (-1.944, 0.705, -1.056)
C (-0.852, 1.396, -0.633)
N (-1.579, -0.165, -2.059)
N (0.202, 0.936, -1.381)
H (0.279, -0.510, -2.976)
H (1.108, 1.372, -1.417)
H (-0.816, 2.180, 0.101)
H (-3.648, -0.104, 0.032)
H (-4.021, 0.823, -1.376)
H (-3.488, 1.643, 0.100)

Computed properties:
Net charge   0
Energy above the lowest of the compared OMol25 structures with the same formula, charge and spin   26.7 kJ/mol
SMILES string   Cc1c[nH]cn1.CC
LUMO energy   0.84 eV
HOMO-LUMO gap   9.46 eV
HOMO energy   -8.61 eV

=====

6.
DFT (ωB97M-V/def2-TZVPD) results for a structure of composition C32H22CaN5O4Se2 in a non-equilibrium geometry.

Cartesian coordinates (Å):
Ca (-0.623, -0.996, -0.887)
O (-1.298, -2.816, 0.084)
C (-0.817, -3.811, 0.798)
C (-1.433, -5.087, 0.954)
C (-0.841, -6.150, 1.637)
C (0.399, -5.987, 2.296)
C (1.045, -4.756, 2.287)
C (0.395, -3.654, 1.555)
C (1.156, -2.473, 1.574)
N (0.961, -1.410, 0.862)
N (1.878, -0.403, 1.204)
C (1.448, 0.704, 0.687)
O (0.449, 0.874, -0.030)
C (2.219, 1.931, 1.140)
C (1.900, 3.144, 0.559)
C (2.562, 4.284, 0.920)
C (3.469, 4.215, 1.933)
C (3.745, 2.996, 2.572)
C (3.086, 1.861, 2.200)
H (-2.385, -5.252, 0.444)
H (-1.280, -7.130, 1.641)
H (0.866, -6.827, 2.801)
H (1.977, -4.572, 2.742)
H (2.040, -2.518, 2.195)
H (1.182, 3.129, -0.182)
H (2.376, 5.267, 0.459)
H (4.003, 5.121, 2.224)
H (4.459, 2.944, 3.391)
H (3.324, 0.929, 2.673)
Se (-4.806, -0.487, 0.278)
Se (-3.724, 1.408, -0.454)
C (-2.392, 1.466, 0.975)
C (-1.870, 2.682, 1.344)
C (-0.831, 2.700, 2.226)
C (-0.436, 1.556, 2.897)
C (-1.087, 0.388, 2.509)
N (-2.037, 0.325, 1.547)
C (-3.958, -1.739, -0.892)
C (-4.565, -3.011, -0.796)
C (-4.114, -4.013, -1.625)
C (-3.112, -3.709, -2.576)
C (-2.613, -2.399, -2.581)
N (-3.001, -1.454, -1.720)
H (-2.155, 3.493, 0.667)
H (-0.160, 3.522, 2.307)
H (0.309, 1.476, 3.688)
H (-0.778, -0.568, 2.937)
H (-5.403, -3.094, -0.112)
H (-4.510, -4.991, -1.615)
H (-2.767, -4.462, -3.255)
H (-1.867, -2.088, -3.245)
O (0.401, -0.497, -2.873)
C (0.138, 0.739, -2.979)
N (-1.050, 1.257, -2.803)
C (-0.922, 2.649, -2.762)
O (-1.734, 3.499, -2.484)
C (0.515, 2.988, -3.007)
C (1.152, 4.204, -2.882)
C (2.564, 4.189, -2.877)
C (3.299, 2.954, -2.953)
C (2.609, 1.736, -3.167)
C (1.221, 1.798, -3.199)
H (0.668, 5.095, -2.670)
H (3.223, 5.064, -2.761)
H (4.366, 2.977, -2.762)
H (3.165, 0.795, -3.063)

Computed properties:
Net charge   -1
Energy above the lowest of the compared OMol25 structures with the same formula, charge and spin   0.0 kJ/mol
LUMO energy   2.40 eV
HOMO-LUMO gap   6.82 eV
HOMO energy   -4.43 eV